[1]
Computed, not measured: an isolated molecule of C20H29N3O3S in a non-equilibrium geometry, with ωB97M-V with the def2-TZVPD basis set.

Cartesian coordinates (Å):
H -0.779 -5.201 -0.068
C -5.679 2.104 -0.036
H -6.035 3.953 0.938
H -7.401 3.326 -0.007
H 0.803 -5.228 -0.834
H 4.258 -0.418 -1.274
C -0.123 -4.665 -0.749
H 0.582 -3.323 0.776
H 3.603 1.011 3.190
O 1.648 -0.708 -1.113
C -0.988 -2.321 -0.213
H 5.071 -1.052 0.974
H -5.998 4.045 -0.823
C 3.355 0.223 2.461
N -6.377 0.999 -0.110
C 5.046 1.575 -1.270
O 0.708 1.179 0.175
C -2.309 -2.758 -0.289
H 0.955 -2.805 -0.863
C 5.089 1.707 -2.788
H -0.587 -4.626 -1.731
H 2.722 2.347 1.163
H 1.284 0.881 2.332
C 3.679 1.967 0.805
C 5.110 0.110 -0.842
C 1.841 -0.044 2.486
H 1.546 -0.484 3.444
N 1.452 -0.939 1.415
C 5.022 0.000 0.677
C -4.294 1.805 -0.022
H -2.520 -3.811 -0.383
C -1.822 -0.052 -0.052
C -4.246 0.434 -0.097
H 6.007 1.278 -3.186
N 3.757 0.553 1.113
H 5.042 2.753 -3.083
H -4.382 -2.231 -0.312
C 0.182 -3.259 -0.240
C -0.778 -0.949 -0.093
C 3.761 2.175 -0.703
H 4.493 2.525 1.311
H -1.586 0.995 0.038
C -3.367 -1.871 -0.249
H 3.705 3.242 -0.925
C -6.322 3.439 0.022
H 4.243 1.186 -3.229
H 2.209 -1.559 1.164
H 5.907 2.106 -0.842
H -3.481 2.496 0.030
H 6.033 -0.355 -1.193
H 3.869 -0.693 2.770
H 5.880 0.526 1.140
C -3.140 -0.500 -0.130
H 2.902 1.679 -1.156
S 0.871 -0.236 0.001
O -5.509 -0.037 -0.148

Summary:
Strongest force on any atom, Eh/bohr: 0.02553
Molecular weight, g/mol: 391.5
Relative energy (zero: lowest compared OMol25 entry of this formula, charge and spin), eV: 2.361
2S+1: 1
Highest occupied orbital energy, eV: -8.5872
SMILES string: CCc1ccc(-c2cc(C)no2)cc1S(=O)(=O)NCCN1CCC(C)CC1
Orbital gap, eV: 8.9
E, a.u.: -1567.63982

natural (NBO) population analysis, charges in e, atoms 1 to 8: number 1, H, carries 0.202; number 2, C, carries 0.150; number 3, H, carries 0.225; number 4, H, carries 0.237; number 5, H, carries 0.217; number 6, H, carries 0.222; number 7, C, carries -0.604; number 8, H, carries 0.222



[2]
Computed, not measured: a cluster of 2 separate species, C5H9NSe in total in a non-equilibrium geometry, with ωB97M-V with the def2-TZVPD basis set.

Cartesian coordinates (Å):
C -0.985 1.197 0.470
C -0.613 -1.232 -1.230
H 2.927 -1.133 1.137
C -1.420 1.554 -0.919
H 2.314 -2.752 1.097
H -2.233 2.384 -0.837
Se 0.458 -1.091 1.802
H 1.005 0.670 0.166
H -1.883 0.823 1.155
N -0.667 -2.053 -2.036
C 0.094 0.160 0.443
H -1.945 0.854 -1.570
H -0.583 1.806 -1.406
H -0.590 2.096 1.024
H 1.981 -1.524 -0.136
C 2.141 -1.760 0.841

Summary:
⟨S²⟩: 2.012
Strongest force on any atom, Eh/bohr: 0.09952
Molecular weight, g/mol: 162.1
Relative energy (zero: lowest compared OMol25 entry of this formula, charge and spin), eV: 2.895
2S+1: 3
Highest occupied orbital energy (spin up / spin down), eV: -6.9192 / -9.9928
Orbital gap (spin up / spin down), eV: 7.1 / 6.5
E, a.u.: -2651.84501

natural (NBO) population analysis, charges in e, atoms 1 to 8: number 1, C, carries -0.463; number 2, C, carries 0.129; number 3, H, carries 0.219; number 4, C, carries -0.601; number 5, H, carries 0.229; number 6, H, carries 0.209; number 7, Se, carries 0.721; number 8, H, carries 0.191



[3]
Computed, not measured: an isolated molecule of C2H6N2SSi in a non-equilibrium geometry, with ωB97M-V with the def2-TZVPD basis set.

Cartesian coordinates (Å):
H 0.815 2.154 -0.426
Si -1.238 0.852 0.164
H 0.833 -1.696 0.930
C 1.260 0.086 -0.174
N -0.923 -0.823 0.154
N 0.468 1.156 -0.090
S 2.871 0.099 -0.447
C 0.471 -1.180 0.032
H 0.645 -1.847 -0.821
H -1.991 1.385 -0.969
H -1.572 -1.588 0.190
H -1.641 1.403 1.457

Summary:
Strongest force on any atom, Eh/bohr: 0.07816
Molecular weight, g/mol: 118.2
Relative energy (zero: lowest compared OMol25 entry of this formula, charge and spin), eV: 0.000
2S+1: 1
Highest occupied orbital energy, eV: -8.2359
SMILES string: S=C1CN[SiH2]N1
Orbital gap, eV: 8.9
E, a.u.: -877.03163

natural (NBO) population analysis, charges in e, atoms 1 to 8: number 1, H, carries 0.433; number 2, Si, carries 1.501; number 3, H, carries 0.215; number 4, C, carries 0.114; number 5, N, carries -1.069; number 6, N, carries -0.969; number 7, S, carries -0.153; number 8, C, carries -0.281



[4]
Computed, not measured: a structure of composition C19H41BN6PbSi4 in a non-equilibrium geometry, with ωB97M-V with the def2-TZVPD basis set.

Cartesian coordinates (Å):
H 2.507 2.445 3.864
C 3.027 -1.938 3.751
N -3.441 0.044 -1.394
C -1.031 -1.902 -5.865
Si 2.197 -2.490 2.170
B -3.366 0.360 -3.983
C -1.927 3.633 -2.964
H 3.551 -4.537 1.964
H -0.988 2.541 1.488
H -3.735 -0.817 0.546
H 3.464 -2.849 4.191
H 3.105 3.960 0.783
N -2.535 2.447 -2.677
C -4.308 -2.000 -1.260
C -0.454 -1.711 -4.586
H -0.019 2.977 2.906
C -0.809 2.304 2.548
H -0.001 -2.867 3.297
H -4.698 -2.918 -0.857
H 0.778 -4.373 2.743
N -1.217 -0.894 -3.841
H 4.350 -3.185 1.129
H -2.166 2.120 -5.871
N -2.287 -0.550 -4.642
H -2.324 -0.830 3.628
N -3.653 -0.415 -2.667
C -4.208 -1.640 -2.599
C 2.297 3.213 0.760
H 2.334 -1.506 4.482
C -2.195 -1.133 -5.856
C 0.562 -3.328 2.477
H 1.211 0.796 4.792
H 3.535 0.991 3.906
H -1.700 -1.517 2.114
C -2.147 2.466 -4.851
H 1.140 -1.179 -0.998
H -0.255 -0.144 -0.666
N -2.650 1.724 -3.838
H 1.435 3.631 1.294
C -3.823 -0.933 -0.526
H 4.218 2.551 3.398
H 2.009 3.069 -0.290
H -4.335 0.418 -4.672
H 5.362 1.734 1.027
H -0.662 -2.510 -6.668
H -4.523 -2.167 -3.487
C 3.321 1.914 3.353
C -1.903 -0.578 2.643
H 2.008 -1.472 0.911
H 1.288 0.579 -1.163
H -2.953 -0.965 -6.608
H 2.979 -4.022 0.359
Si 2.942 1.613 1.527
H 0.464 -2.142 -4.206
H -1.727 2.544 3.105
H -2.682 -0.034 2.091
H 4.791 0.060 0.827
Si 1.318 -0.037 1.271
Si -0.361 0.488 2.830
H -0.493 0.744 5.282
C -1.686 3.672 -4.326
Pb -3.541 2.195 -0.663
H 3.843 -1.225 3.575
H -0.070 -3.327 1.579
H 4.447 1.273 -0.430
C 4.533 1.113 0.654
C 0.837 -0.220 -0.557
H -1.719 4.376 -2.204
C 0.253 0.293 4.609
H 0.356 -0.762 4.892
H -1.248 4.490 -4.869
C 3.379 -3.664 1.317

Summary:
Net charge: +2
Strongest force on any atom, Eh/bohr: 0.04614
Molecular weight, g/mol: 683.9
2S+1: 1
Highest occupied orbital energy, eV: -12.9269
Orbital gap, eV: 5.4
E, a.u.: -2452.33597

Löwdin population analysis, charges in e, atoms 1 to 8: number 1, H, carries 0.028; number 2, C, carries -0.161; number 3, N, carries -0.188; number 4, C, carries -0.062; number 5, Si, carries 0.529; number 6, B, carries -0.521; number 7, C, carries -0.148; number 8, H, carries 0.059



[5]
Computed, not measured: an isolated molecule of C4H9NO2, with ωB97M-V with the def2-TZVPD basis set.

Cartesian coordinates (Å):
C -2.175 0.774 -0.778
C 1.867 -0.960 0.773
H -0.885 2.289 -0.722
H -2.956 1.543 -0.849
H 2.249 -1.953 0.523
H 2.678 -0.232 0.666
H 0.886 1.458 0.339
H -0.342 0.604 1.284
N -0.926 1.287 -0.615
C 0.688 -0.634 -0.133
O -0.222 -1.693 0.004
C 0.087 0.713 0.279
H 1.546 -0.982 1.822
H -1.038 -1.455 -0.474
O -2.477 -0.404 -0.829
H 1.039 -0.540 -1.176

Summary:
Strongest force on any atom, Eh/bohr: 0.00861
Molecular weight, g/mol: 103.1
Relative energy (zero: lowest compared OMol25 entry of this formula, charge and spin), eV: 0.927
2S+1: 1
Highest occupied orbital energy, eV: -9.8870
SMILES string: C[C@@H](O)CNC=O
Orbital gap, eV: 10.5
E, a.u.: -363.05145

natural (NBO) population analysis, charges in e, atoms 1 to 8: number 1, C, carries 0.542; number 2, C, carries -0.618; number 3, H, carries 0.392; number 4, H, carries 0.115; number 5, H, carries 0.228; number 6, H, carries 0.202; number 7, H, carries 0.207; number 8, H, carries 0.198



[6]
Computed, not measured: a structure of composition C6H8FN in a non-equilibrium geometry, with ωB97M-V with the def2-TZVPD basis set.

Cartesian coordinates (Å):
H -1.410 1.611 1.689
C 1.123 0.293 0.119
H 2.732 -0.656 1.017
C -0.930 1.206 0.770
C -0.055 -0.103 0.924
C -0.775 1.370 -0.605
C -0.407 -0.903 -0.137
H -1.299 2.152 -1.118
H 0.500 0.167 -2.155
H 0.004 -0.553 1.955
H 0.231 -1.715 -0.140
F -1.849 -1.272 -0.112
C 0.106 0.170 -1.070
H 3.206 0.240 -0.444
N 2.405 -0.468 -0.020
H 1.469 1.281 0.326

Summary:
Strongest force on any atom, Eh/bohr: 0.13563
Molecular weight, g/mol: 113.1
Relative energy (zero: lowest compared OMol25 entry of this formula, charge and spin), eV: 4.038
2S+1: 1
Highest occupied orbital energy, eV: -9.1560
Orbital gap, eV: 9.9
E, a.u.: -387.88983

natural (NBO) population analysis, charges in e, atoms 1 to 8: number 1, H, carries 0.239; number 2, C, carries -0.021; number 3, H, carries 0.361; number 4, C, carries -0.193; number 5, C, carries -0.307; number 6, C, carries -0.189; number 7, C, carries 0.205; number 8, H, carries 0.223



[7]
Computed, not measured: the ion C6H11ClN4O2 with charge +2 in a non-equilibrium geometry, with ωB97M-V with the def2-TZVPD basis set.

Cartesian coordinates (Å):
H -0.989 2.853 1.695
C -1.602 -1.405 -0.705
H -1.942 -1.826 -1.704
N -0.143 -1.006 -1.004
C 4.308 -0.174 -0.191
O 2.976 -0.619 -0.191
H 0.616 2.558 0.846
N -2.070 0.800 0.381
Cl 0.574 -1.177 1.602
N -3.803 -0.641 -0.054
C -0.791 1.204 0.518
N -0.414 2.296 1.055
H 4.447 0.788 -0.610
H -4.109 -1.399 -0.637
H 4.943 -0.931 -0.737
C 2.044 0.232 -0.127
H -2.785 1.343 0.758
O 2.109 1.429 -0.048
H 0.163 -1.104 -1.993
H 4.677 -0.038 0.880
C -2.523 -0.392 -0.081
H -4.540 -0.007 0.377
C 0.623 -0.509 -0.001
H -1.770 -2.275 -0.032

Summary:
Net charge: +2
Strongest force on any atom, Eh/bohr: 0.07325
Molecular weight, g/mol: 206.6
Relative energy (zero: lowest compared OMol25 entry of this formula, charge and spin), eV: 0.964
2S+1: 1
Highest occupied orbital energy, eV: -17.0767
SMILES string: CO/C([O-])=C(\Cl)NCC(=[NH2+])[NH+]=C=[NH2+]
Orbital gap, eV: 8.8
E, a.u.: -1064.22616

natural (NBO) population analysis, charges in e, atoms 1 to 8: number 1, H, carries 0.425; number 2, C, carries -0.329; number 3, H, carries 0.303; number 4, N, carries -0.594; number 5, C, carries -0.293; number 6, O, carries -0.443; number 7, H, carries 0.495; number 8, N, carries -0.576



[8]
Computed, not measured: the ion C4H7N2 with charge +1 in a non-equilibrium geometry, with ωB97M-V with the def2-TZVPD basis set.

Cartesian coordinates (Å):
H -0.691 1.844 0.651
H -1.402 -1.876 0.305
C -0.622 -1.039 0.512
H -0.549 -1.123 1.626
H -1.197 -0.228 -1.247
N 1.520 -0.326 -0.171
C 0.587 -1.253 -0.233
C 1.206 0.836 0.260
C -0.208 1.282 -0.122
H 0.744 -1.820 -1.133
N -1.040 0.089 -0.326
H 1.836 1.569 0.816
H -0.184 2.046 -0.937

Summary:
Net charge: +1
Strongest force on any atom, Eh/bohr: 0.09345
Molecular weight, g/mol: 83.1
Relative energy (zero: lowest compared OMol25 entry of this formula, charge and spin), eV: 3.710
2S+1: 1
Highest occupied orbital energy, eV: -15.4987
SMILES string: C1=[N+]=CCNC1
Orbital gap, eV: 9.5
E, a.u.: -265.77214

natural (NBO) population analysis, charges in e, atoms 1 to 8: number 1, H, carries 0.276; number 2, H, carries 0.270; number 3, C, carries -0.345; number 4, H, carries 0.285; number 5, H, carries 0.405; number 6, N, carries -0.336; number 7, C, carries 0.220; number 8, C, carries 0.249